A 2-piece molecular cluster, C3H7IN2 overall, computed with ωB97M-V with the def2-TZVPD basis set.

```
13
Properties=species:S:1:pos:R:3:forces:R:3:lowdin_charge:R:1
C 2.4573 -1.8985 0.4933 0.285 0.181 0.021 0.123
C -0.9528 0.5360 0.3508 0.084 0.081 -0.091 -0.106
C 0.4321 0.6947 -0.2750 -0.102 0.263 0.601 -0.270
N 1.6024 -1.2703 -0.0181 0.728 0.110 0.163 -0.125
N 0.9600 -0.5628 -0.7711 -0.873 0.104 -1.113 -0.055
I -1.5479 -1.3844 -3.1497 -0.566 -0.135 -0.498 0.406
H 2.5606 -2.7152 1.1510 -0.123 -0.570 0.469 0.042
H -0.3195 -1.1104 -2.1709 0.556 0.056 0.404 -0.399
H -1.2477 1.4733 0.8199 -0.056 0.036 0.050 0.070
H -1.6990 0.2830 -0.4009 0.020 -0.059 0.011 0.028
H -0.9445 -0.2461 1.1098 0.001 0.012 0.046 0.071
H 0.3800 1.3676 -1.1334 0.048 -0.058 0.080 0.105
H 1.1201 1.1259 0.4660 -0.002 -0.022 -0.143 0.110
```
Forces are in eV/Å.

The value obtained for the energy relative to the best compared isomer or geometry (same formula, charge and spin) is 307.10 kJ/mol. Its HOMO-LUMO gap is 9.74 eV.

A 2-piece molecular cluster, C3H7IN2 overall, computed with ωB97M-V with the def2-TZVPD basis set.

```
13
Properties=species:S:1:pos:R:3:forces:R:3:lowdin_charge:R:1
C -0.1428 -2.6889 -0.1074 0.890 -0.424 -2.133 0.025
C 1.0024 -0.4313 0.2596 -1.941 0.363 -0.020 -0.585
C -1.3106 0.3732 0.0826 -0.006 -0.200 1.106 -0.049
N 0.4241 1.8976 0.2243 1.161 3.760 -0.607 0.003
N 0.1199 0.5503 0.1357 3.641 -1.204 -0.406 -0.404
I 3.0885 -0.0365 0.4933 -0.286 0.565 -0.120 0.656
H -0.2646 -2.4622 -1.2185 -0.296 -0.296 1.758 -0.022
H 0.7644 -3.1772 0.2767 -0.797 0.201 0.217 -0.054
H -1.6256 -0.6701 0.2944 0.346 0.991 0.298 0.088
H -1.5994 1.2044 0.7311 -0.945 -0.812 0.608 0.094
H -1.6795 0.6652 -0.8572 -0.305 0.154 -1.635 0.072
H -0.2015 2.5297 -0.3293 0.505 -1.283 0.521 0.106
H 1.4246 2.2459 0.0147 -1.966 -1.816 0.413 0.070
```
Forces are in eV/Å.

The value obtained for the energy relative to the best compared isomer or geometry (same formula, charge and spin) is 380.26 kJ/mol. The spin multiplicity is 3. The expectation value of S² is 2.01. Its HOMO-LUMO gap (alpha / beta) is 7.27 / 8.13 eV.

A 2-piece molecular cluster, C3H7INO overall, computed with ωB97M-V with the def2-TZVPD basis set.

```
13
Properties=species:S:1:pos:R:3:forces:R:3:lowdin_charge:R:1
C 2.2094 -0.6131 -0.3889 -0.235 -0.119 0.105 0.008
C -2.3317 1.3202 -0.8145 -0.017 0.328 -0.515 -0.022
C 1.0637 -1.2420 -0.2297 -0.155 -0.625 -0.669 -0.803
N 0.1553 -0.9342 0.8836 -0.350 0.288 -0.003 0.119
O -1.8595 0.6071 0.0333 -0.041 -0.191 0.331 -0.025
I 0.2670 -2.7170 -1.5212 0.293 0.529 0.450 0.945
H 2.5428 0.1429 0.3026 0.038 0.160 0.239 0.083
H 2.8636 -0.8301 -1.2142 0.013 -0.090 -0.171 0.076
H -1.7700 1.6070 -1.7150 0.078 -0.065 0.025 0.106
H -3.3450 1.7212 -0.7286 -0.151 -0.022 0.154 0.105
H -0.6453 -0.3116 0.5289 0.478 -0.252 0.161 0.090
H 0.6538 -0.4437 1.6365 -0.176 -0.139 -0.114 0.172
H -0.2750 -1.7902 1.2564 0.226 0.197 0.007 0.147
```
Forces are in eV/Å.

The value obtained for the energy relative to the best compared isomer or geometry (same formula, charge and spin) is 78.98 kJ/mol. The charge is +1. Its HOMO-LUMO gap is 10.10 eV.

C3H7IO2S as an isolated structure, computed with ωB97M-V with the def2-TZVPD basis set.

```
14
Properties=species:S:1:pos:R:3:forces:R:3:lowdin_charge:R:1
C -0.1342 2.6123 -0.4885 1.903 -0.837 3.997 0.163
C -0.2336 -2.2649 0.4055 0.231 -1.048 -1.440 -0.155
C 0.6884 0.4153 0.5007 -0.096 0.514 -2.403 -0.795
O -0.0206 -0.8321 -1.8464 0.016 0.523 1.520 -0.369
O -1.6786 -0.1650 -0.0589 0.111 -0.190 -0.527 -0.375
S -0.3701 -0.6702 -0.4408 -1.349 -0.131 -0.283 0.455
I 2.6507 0.0241 0.0059 0.682 0.183 0.211 0.865
H -0.3455 2.7568 -1.4889 0.175 -0.159 -2.011 0.002
H -0.9278 2.3404 0.1435 -1.233 -0.170 0.384 -0.023
H 0.6135 3.1946 0.1005 -0.440 -0.468 -1.166 0.040
H 0.6610 -2.1853 1.0187 -0.313 -0.396 0.407 0.029
H -1.1957 -2.4239 0.8677 0.056 0.383 0.851 0.053
H -0.1673 -3.1726 -0.2723 0.416 1.476 0.292 0.092
H 0.4598 0.3705 1.5533 -0.160 0.321 0.169 0.017
```
Forces are in eV/Å.

The value obtained for the energy relative to the best compared isomer or geometry (same formula, charge and spin) is 393.58 kJ/mol. Its HOMO-LUMO gap (alpha / beta) is 8.49 / 7.75 eV.

A 2-piece molecular cluster, C3H7N overall, computed with ωB97M-V with the def2-TZVPD basis set.

```
11
Properties=species:S:1:pos:R:3:forces:R:3:lowdin_charge:R:1
C -1.2580 -0.0671 0.9736 1.043 0.068 -1.132 -0.081
C 1.2867 -0.2879 -0.7269 -0.546 0.579 -1.045 -0.202
C 0.7452 0.9196 -0.0635 -2.056 -0.729 2.060 -0.079
N -2.0106 -0.4414 0.0751 3.493 2.097 -0.199 0.046
H -1.2293 -0.2170 2.0893 -0.260 0.230 -0.768 0.065
H 1.5104 -1.0520 -0.0269 0.524 -0.649 0.649 0.053
H 2.1219 -0.0964 -1.4013 0.443 0.185 0.283 0.066
H 0.5630 -0.7140 -1.4216 -0.474 -0.033 0.018 0.061
H 0.2836 1.7425 -0.5997 0.156 -0.202 -0.091 0.049
H 0.8486 1.0715 1.0131 0.814 0.247 -0.572 0.024
H -2.8615 -0.8578 0.0887 -3.138 -1.793 0.798 -0.001
```
Forces are in eV/Å.

The value obtained for the energy relative to the best compared isomer or geometry (same formula, charge and spin) is 387.99 kJ/mol. Its HOMO-LUMO gap (alpha / beta) is 8.28 / 8.46 eV.

A 2-piece molecular cluster, C3H7N overall, computed with ωB97M-V with the def2-TZVPD basis set.

```
11
Properties=species:S:1:pos:R:3:forces:R:3:lowdin_charge:R:1
C 1.9499 -0.3622 0.2380 1.450 0.631 -0.507 -0.083
C 3.1203 0.1189 -0.2196 -0.892 -0.816 0.001 -0.080
H 1.4320 -1.0641 -0.4003 -0.866 0.619 -0.082 0.040
H 1.5944 -0.0444 1.2007 -0.060 -0.851 0.586 0.039
H 3.2494 0.1177 -1.2975 0.710 -0.562 0.121 0.040
H 3.9443 0.3852 0.4340 -0.359 0.978 -0.122 0.045
C -2.3953 0.5399 -0.4138 1.573 -0.218 0.535 -0.153
N -2.7663 -0.2756 0.4930 0.588 0.597 -0.640 0.011
H -2.3379 1.6206 -0.2606 -1.028 -0.063 -0.035 0.056
H -1.7825 0.1980 -1.2628 -0.358 0.111 -0.044 0.057
H -2.3602 -1.1646 0.1956 -0.758 -0.426 0.188 0.029
```
Forces are in eV/Å.

The value obtained for the energy relative to the best compared isomer or geometry (same formula, charge and spin) is 206.67 kJ/mol. Its HOMO-LUMO gap is 10.75 eV.

A 2-piece molecular cluster, C3H7N overall, computed with ωB97M-V with the def2-TZVPD basis set.

```
11
Properties=species:S:1:pos:R:3:forces:R:3:lowdin_charge:R:1
C 0.4946 -0.5785 -1.2065 -0.226 0.708 -0.352 -0.099
C -0.4807 -1.0309 -1.9662 -0.659 -0.593 -0.727 -0.064
H 0.7090 -0.8681 -0.1940 -0.047 -0.387 -0.038 0.020
H 1.0346 0.2784 -1.5746 0.521 -0.015 -0.056 0.054
H -1.1943 -1.8019 -1.7229 0.152 -0.315 0.599 0.044
H -0.6706 -0.6992 -2.9860 0.373 0.437 0.217 0.051
C -0.1337 1.2995 1.3135 0.202 0.097 -0.728 -0.146
N 0.1399 0.3074 2.0328 0.273 0.321 0.939 0.029
H -0.1497 2.3027 1.7300 -0.189 -0.036 0.429 0.056
H -0.2997 1.2884 0.2299 -0.023 -0.277 0.084 0.043
H 0.2426 -0.5879 1.5706 -0.376 0.059 -0.366 0.012
```
Forces are in eV/Å.

The value obtained for the energy relative to the best compared isomer or geometry (same formula, charge and spin) is 157.11 kJ/mol. Its HOMO-LUMO gap is 11.08 eV.

A single C3H7N molecule, computed with ωB97M-V with the def2-TZVPD basis set.

```
11
Properties=species:S:1:pos:R:3:forces:R:3:lowdin_charge:R:1
C 1.2453 0.4799 0.3288 0.125 0.172 0.045 -0.110
N 0.3938 -0.5828 -0.2054 0.030 0.214 -0.073 -0.168
C -0.9113 -0.7111 0.4176 -0.150 -0.063 0.276 -0.169
C -0.7730 -0.1041 -0.9259 -0.224 0.162 -0.204 -0.172
H 0.8419 0.8973 1.2657 0.137 -0.074 -0.200 0.077
H 1.3279 1.3015 -0.3956 0.085 -0.202 0.139 0.077
H 2.2485 0.0869 0.5194 -0.162 0.075 0.042 0.072
H -1.2787 -1.7208 0.5844 0.034 0.150 -0.180 0.097
H -1.1356 -0.0066 1.2207 0.018 -0.190 -0.070 0.097
H -1.0435 -0.6183 -1.8464 0.071 -0.061 0.261 0.097
H -0.9153 0.9781 -0.9633 0.035 -0.182 -0.035 0.100
```
Forces are in eV/Å.

The value obtained for the energy relative to the best compared isomer or geometry (same formula, charge and spin) is 109.25 kJ/mol. Its HOMO-LUMO gap is 10.50 eV.

A single C3H7N molecule, computed with ωB97M-V with the def2-TZVPD basis set.

```
11
Properties=species:S:1:pos:R:3:forces:R:3:lowdin_charge:R:1
N 1.3510 -0.7060 -0.1233 -1.536 -1.457 -0.854 -0.001
C -0.1179 -0.5371 0.0466 -0.269 1.334 -0.805 -0.375
C -0.7452 0.7038 -0.7121 -0.344 -2.272 -1.407 -0.148
C -0.6043 0.7290 0.7753 -1.869 -2.411 -0.517 -0.154
H 1.6062 -0.9318 0.8149 1.044 -0.451 0.558 0.040
H 1.5253 -1.5816 -0.7235 -0.311 1.818 1.262 0.100
H -0.7497 -1.4504 0.2602 0.722 1.142 -0.658 0.133
H -0.0152 1.3198 -1.2751 -0.566 -0.678 0.387 0.096
H -1.6720 0.3896 -1.3176 1.193 1.130 1.426 0.110
H -1.5527 0.4967 1.3556 1.616 0.955 -0.325 0.119
H 0.2054 1.3250 1.0896 0.319 0.891 0.933 0.080
```
Forces are in eV/Å.

The value obtained for the energy relative to the best compared isomer or geometry (same formula, charge and spin) is 120.14 kJ/mol. Its HOMO-LUMO gap is 10.50 eV.

An isolated ion of composition C3H7N and charge +1, computed with ωB97M-V with the def2-TZVPD basis set.

```
11
Properties=species:S:1:pos:R:3:forces:R:3:lowdin_charge:R:1
C 1.6761 0.0178 -0.1106 0.614 -0.803 1.705 -0.045
C 0.2670 0.2314 -0.4265 0.680 3.129 -0.804 -0.043
C -0.6916 -0.3472 0.3122 -4.540 0.616 0.453 -0.036
N -2.0534 0.0564 0.1200 4.340 -2.449 1.447 0.234
H 1.7844 -0.1419 1.0310 -0.045 0.119 -1.780 0.144
H 2.4124 0.7080 -0.4400 -0.037 1.594 -0.134 0.084
H 2.1447 -0.8231 -0.5993 -0.434 -1.181 -0.051 0.108
H -0.1364 1.1663 -0.8965 0.996 -1.010 -0.550 0.158
H -0.3093 -0.9224 1.1492 -1.197 -0.555 0.134 0.149
H -2.7763 -0.4700 0.5738 -0.317 -0.073 0.413 0.129
H -2.3175 0.5248 -0.7132 -0.059 0.612 -0.832 0.118
```
Forces are in eV/Å.

The value obtained for the energy relative to the best compared isomer or geometry (same formula, charge and spin) is 100.02 kJ/mol. The charge is +1. The spin multiplicity is 2. The expectation value of S² is 0.76. Its HOMO-LUMO gap (alpha / beta) is 11.07 / 9.78 eV.

Q: Which formula does entry 9 have?
A: C3H7N

Q: Which of these has the highest energy relative to the best compared isomer or geometry (same formula, charge and spin)?
A: C3H7IO2S